(1)
The following is a DFT calculation (ωB97M-V/def2-TZVPD) of a 9-piece molecular cluster, C40H62N8O14 overall at a distorted geometry.

XYZ file:
```
124
C40H62N8O14 ωB97M-V/def2-TZVPD
C 3.81420 -3.38347 -3.21616
C 2.75721 -2.39577 -2.54312
C 1.23098 -2.80957 -2.85527
C 0.96875 -3.99490 -2.00604
C 1.21118 -3.61278 -0.52390
C 2.59584 -3.33181 -0.13510
N 3.07119 -2.25366 -1.17207
O 4.21419 -1.66665 -0.89243
C 3.47315 -4.60702 -0.09133
C 2.80408 -2.60014 1.24176
C 2.79995 -1.04568 -3.30210
H 4.92188 -3.07479 -3.13167
H 3.75396 -3.44981 -4.39837
H 3.84302 -4.50731 -2.86414
H 1.26010 -3.21565 -3.95685
H 0.59921 -1.84747 -2.81136
H 1.45379 -4.82114 -2.21002
H -0.02821 -4.54030 -2.17153
H 0.57028 -4.25145 0.17311
H 0.77142 -2.68033 -0.25993
H 3.32953 -5.09414 -1.14637
H 3.45951 -5.37401 0.58069
H 4.54265 -4.27557 0.07530
H 3.70474 -2.20347 1.62174
H 2.29617 -3.28535 1.90733
H 2.09100 -1.79639 1.33349
H 2.01124 -0.34369 -3.36188
H 2.71713 -1.39290 -4.29829
H 3.59671 -0.28508 -3.20342
C 0.09250 0.40916 0.05474
O 0.68816 0.14462 -0.99686
O -0.06294 1.70287 0.38526
O -0.62374 -0.45241 0.68687
H 0.64362 2.28464 0.02794
C -0.48179 4.85954 -0.42001
C -0.55817 6.36208 -0.36545
C -0.22589 7.17613 -1.67175
C 0.10314 6.39130 -3.00062
C 0.34981 4.93288 -2.90842
C -0.02664 4.19118 -1.55709
N 0.26938 7.13165 -4.30027
O 0.49823 6.33988 -5.27205
O 0.05226 8.44016 -4.36288
H -0.75445 4.44990 0.45834
H -0.79014 6.91744 0.54087
H -0.25322 8.25829 -1.76750
H 0.77367 4.28911 -3.66666
H -0.03642 3.08032 -1.74799
C -4.44355 -3.49906 0.63396
C -3.41560 -2.40021 0.36830
C -2.88514 -2.18549 -1.14267
C -3.15047 -3.31095 -2.20043
C -3.98726 -4.46614 -1.75666
C -4.66447 -4.54977 -0.37356
N -2.71854 -3.11662 -3.53912
O -3.05693 -4.03021 -4.41451
O -2.23120 -2.01840 -3.90080
H -5.02041 -3.64564 1.72823
H -3.02380 -1.77083 1.00848
H -2.19623 -1.31037 -1.26588
H -4.15985 -5.29230 -2.52930
H -5.19146 -5.41439 -0.12925
C -0.15499 -3.01109 3.42512
C 0.42852 -4.24382 4.04032
C 0.35140 -4.40262 5.54868
C -0.37456 -3.34466 6.42340
C -0.97288 -2.10116 5.64901
C -0.91831 -2.10635 4.15023
N -0.65584 -3.44260 7.84468
O -0.94541 -2.42831 8.57510
O -0.85489 -4.63038 8.20363
H -0.31301 -2.82126 2.36420
H 1.04235 -4.73802 3.43430
H 0.61623 -5.15338 6.15557
H -1.61383 -1.25448 6.08753
H -1.27757 -1.17552 3.60889
C -0.54675 1.43070 -3.73799
O 0.43895 1.97211 -4.27589
N -1.70033 1.85951 -4.13271
C -2.87546 1.21930 -3.44807
C -2.05382 3.12313 -4.81022
H -0.51551 0.73380 -2.90309
H -3.84012 1.29002 -4.03817
H -3.08459 1.70270 -2.50266
H -2.63349 0.29819 -3.18819
H -2.86466 3.14086 -5.48101
H -1.38405 3.53485 -5.61598
H -2.54539 3.78130 -4.12106
C 5.93876 2.13569 -1.38698
O 7.09686 2.16992 -0.77895
N 4.88460 1.71275 -0.70397
C 3.52432 1.64819 -1.29653
C 5.11819 1.26829 0.62525
H 5.80582 2.28194 -2.37666
H 3.25097 0.66807 -1.17173
H 3.36534 2.16630 -2.35556
H 2.85895 2.45002 -0.89728
H 5.52375 0.33168 0.67201
H 4.20241 1.04603 1.27514
H 5.66029 1.89319 1.26799
C -0.71622 1.36976 4.29802
O -1.63175 1.16131 5.13775
N 0.32804 2.35813 4.44561
C 1.12230 2.77387 3.25123
C 0.37124 3.01965 5.75860
H -0.37805 0.90397 3.27645
H 1.88593 3.39639 3.57049
H 0.65011 3.41260 2.59119
H 1.61985 1.87874 2.84019
H 0.07839 3.86608 5.37906
H 1.51149 2.98039 5.76988
H -0.22548 2.64819 6.49053
C -5.88275 1.71586 0.63295
O -7.03770 1.95516 1.18488
N -4.73776 1.66146 1.47450
C -3.47042 1.44386 0.88290
C -4.78754 1.75617 2.86588
H -5.76482 1.58490 -0.59478
H -3.64145 0.86904 -0.05071
H -3.01434 0.69545 1.54021
H -2.88385 2.27750 0.40775
H -5.66800 1.29910 3.14473
H -4.99932 2.80516 3.19456
H -4.05746 1.40429 3.39444
```

Results
ΔE to the lowest compared entry with this formula, charge and spin: 68.0 kcal/mol
DFT total energy: -83039.13684 eV
Gap between HOMO and LUMO: 4.064 eV
Total charge: 0

Löwdin atomic charge list, values in e, 5 entries:
1 C 0.00
2 C -0.43
3 C -0.10
4 C -0.17
5 C -0.13

=====

(2)
The following is a DFT calculation (ωB97M-V/def2-TZVPD) of one molecule with the formula C15H21N3O4 at a distorted geometry.

XYZ file:
```
43
C15H21N3O4 ωB97M-V/def2-TZVPD
C -2.39220 -2.30138 0.40396
N -1.17972 -1.71839 -0.17540
C -1.09832 -1.05604 -1.34866
O -2.07810 -0.81844 -2.02750
C 0.25024 -0.46985 -1.79290
C 0.05737 0.56307 -2.93549
O -0.61947 1.68551 -2.46296
N 0.96478 0.19410 -0.70246
C 1.55204 -0.36159 0.34211
O 1.58107 -1.57863 0.52022
C 2.18796 0.58672 1.32857
C 1.14603 1.17953 2.30684
C 0.02432 1.91210 1.58951
C -1.23901 1.27904 1.44846
C -2.32866 1.93934 0.82228
C -2.13006 3.20463 0.29687
C -0.86994 3.82045 0.37733
C 0.21561 3.19797 1.03066
N 3.24801 -0.03799 2.07784
C 4.23692 0.67824 2.59386
C 5.24169 -0.12110 3.35167
O 4.33475 1.89771 2.46450
H -3.20211 -2.09959 -0.31672
H -2.20358 -3.37002 0.49268
H -2.59054 -1.88157 1.40966
H -0.26931 -1.87154 0.27494
H 0.88983 -1.27409 -2.13398
H 1.07958 0.81351 -3.24621
H -0.50113 0.13606 -3.77094
H -1.50640 1.50179 -2.16008
H 0.95819 1.19077 -0.69592
H 2.64642 1.41153 0.77413
H 0.64178 0.35615 2.84028
H 1.61661 1.82317 3.03813
H -1.42436 0.35320 1.94617
H -3.28127 1.44080 0.78708
H -2.99958 3.74349 -0.11524
H -0.71703 4.81492 -0.04627
H 1.17861 3.71403 1.19909
H 3.23408 -1.03808 2.24993
H 5.59838 -0.94901 2.69580
H 6.06994 0.55312 3.54224
H 4.74628 -0.50133 4.27491
```

Results
SMILES string: CNC(=O)[C@@H](CO)NC(=O)[C@@H](Cc1ccccc1)NC(C)=O
ΔE to the lowest compared entry with this formula, charge and spin: 18.2 kcal/mol
DFT total energy: -28557.69902 eV
Gap between HOMO and LUMO: 9.890 eV
Total charge: 0

Löwdin atomic charge list, values in e, 5 entries:
1 C -0.04
2 N 0.03
3 C -0.45
4 O 0.05
5 C -0.15

=====

(3)
The following is a DFT calculation (ωB97M-V/def2-TZVPD) of a 4-piece molecular cluster, C45H90N2O2 overall at a distorted geometry.

XYZ file:
```
139
C45H90N2O2 ωB97M-V/def2-TZVPD
C -3.09984 1.39766 0.18845
C -2.16006 1.69180 1.35145
C -1.44805 0.40125 1.79879
C -0.00011 0.30961 1.28037
C 0.39578 -1.09576 0.81086
C 1.45441 -1.08370 -0.29311
C 2.87992 -1.11666 0.24999
C 3.93942 -1.51718 -0.78042
C 3.97529 -0.52301 -1.93120
C 5.03856 -0.78040 -3.01742
C 5.36468 -2.23909 -3.35879
C 4.39334 -2.91027 -4.33485
C 3.03251 -3.23861 -3.74786
C 2.10985 -3.93911 -4.76344
C 1.09445 -2.95087 -5.37421
C -0.35891 -3.42178 -5.32658
C -1.16784 -2.90284 -4.14363
C -1.19265 -1.39201 -3.97894
N -2.37290 -0.75217 -4.59777
C -2.97986 0.30145 -3.78006
C -2.17619 1.56940 -3.56124
C -2.74228 2.73803 -3.92665
C -2.07667 3.88473 -3.74821
C -0.84060 3.93485 -3.22226
C -0.25179 2.78014 -2.81924
C 1.12589 2.72339 -2.22155
C -0.94331 1.63185 -2.99580
C -2.18071 -0.35933 -5.96225
O -2.68653 -1.00215 -6.86554
O -1.41241 0.75534 -6.29044
N -0.01495 0.48003 -6.38191
H -3.95904 0.84185 0.55681
H -2.57948 0.75676 -0.51862
H -3.46021 2.30405 -0.28495
H -2.71056 2.08982 2.20016
H -1.45866 2.46244 1.03532
H -1.46936 0.31173 2.87978
H -2.02822 -0.42655 1.39401
H 0.14699 1.03402 0.48257
H 0.62871 0.61853 2.11452
H 0.68212 -1.72984 1.64699
H -0.51501 -1.54092 0.40909
H 1.31392 -0.20466 -0.91771
H 1.29701 -1.96446 -0.91996
H 2.89890 -1.85265 1.05495
H 3.11187 -0.15929 0.71903
H 3.66697 -2.50673 -1.13609
H 4.88971 -1.58385 -0.25446
H 2.97960 -0.39874 -2.34334
H 4.21926 0.44417 -1.48634
H 4.64111 -0.34555 -3.93682
H 5.94602 -0.22204 -2.81705
H 5.54593 -2.85750 -2.48439
H 6.31994 -2.21440 -3.88356
H 4.86936 -3.84507 -4.62765
H 4.32147 -2.26259 -5.20900
H 3.17797 -3.86769 -2.87230
H 2.59091 -2.31494 -3.37652
H 2.77252 -4.25844 -5.56227
H 1.65002 -4.81681 -4.32174
H 1.26533 -1.97926 -4.91414
H 1.34891 -2.82832 -6.42505
H -0.89535 -3.25211 -6.25565
H -0.32985 -4.50454 -5.21911
H -2.19705 -3.23686 -4.23566
H -0.80237 -3.34191 -3.21634
H -1.25210 -1.18529 -2.91555
H -0.28974 -0.89527 -4.31931
H -3.89689 0.59106 -4.28701
H -3.29367 -0.14983 -2.84104
H -3.73092 2.76243 -4.35352
H -2.53389 4.81439 -4.05076
H -0.30729 4.86236 -3.10428
H 1.82220 3.08153 -2.97685
H 1.21032 3.30618 -1.31237
H 1.39549 1.68579 -2.06668
H -0.48136 0.71353 -2.66949
H 0.40004 0.83331 -5.52396
H 0.15329 -0.52213 -6.40567
C 0.49147 -2.56790 8.23352
C 0.07871 -3.68525 7.27907
C 0.84577 -3.66643 5.95854
C 0.64278 -2.40942 5.11262
C -0.80506 -2.10308 4.73605
C -1.45113 -3.18422 3.87462
H 0.28375 -1.58171 7.81510
H -0.05746 -2.64644 9.17300
H 1.55763 -2.62571 8.46295
H -0.99782 -3.63315 7.09516
H 0.25932 -4.64585 7.76851
H 0.56682 -4.54866 5.37521
H 1.91555 -3.77331 6.16812
H 1.23276 -2.51293 4.19529
H 1.05843 -1.54673 5.63925
H -0.82303 -1.16112 4.18136
H -1.40679 -1.93996 5.63439
H -0.88683 -3.33503 2.95140
H -2.46821 -2.89803 3.60206
H -1.50880 -4.13855 4.40026
C 4.31081 -0.65240 6.85072
C 3.80502 -0.22502 5.47589
C 4.16053 -1.21294 4.36655
C 5.65784 -1.40346 4.12103
C 6.41156 -0.12043 3.77644
C 5.90062 0.51461 2.48866
H 5.39993 -0.70903 6.88112
H 3.99965 0.06494 7.61169
H 3.90757 -1.62949 7.12693
H 4.18594 0.77202 5.23794
H 2.71734 -0.13396 5.51970
H 3.67848 -0.88831 3.43897
H 3.72147 -2.18726 4.60587
H 5.78367 -2.12064 3.30336
H 6.12117 -1.86688 4.99672
H 7.47252 -0.35825 3.66278
H 6.35047 0.60069 4.59583
H 5.98826 -0.18799 1.65657
H 6.47505 1.40770 2.23805
H 4.85440 0.80999 2.58310
C -4.63531 5.22425 -0.63815
C -5.69380 4.53754 0.22111
C -6.86752 3.98897 -0.58787
C -7.68143 5.04088 -1.34274
C -8.27587 6.14564 -0.47132
C -9.27315 5.63183 0.56332
H -5.03800 6.09812 -1.15303
H -3.80332 5.56433 -0.01898
H -4.23477 4.53864 -1.38784
H -6.04911 5.22995 0.98919
H -5.22366 3.70559 0.75286
H -7.52627 3.42909 0.08218
H -6.48840 3.25989 -1.31185
H -8.49244 4.53353 -1.87475
H -7.05763 5.49838 -2.11600
H -8.78667 6.85972 -1.12270
H -7.48137 6.70497 0.03003
H -10.09726 5.10310 0.08017
H -9.69539 6.46180 1.13161
H -8.80211 4.95304 1.27582
```

Results
SMILES string: CCCCCCCCCCCCCCCCCCN(Cc1cccc(C)c1)C(=O)ON.CCCCCC.CCCCCC.CCCCCC
DFT total energy: -55198.66118 eV
Gap between HOMO and LUMO: 9.539 eV
Total charge: 0

Löwdin atomic charge list, values in e, 5 entries:
1 C -0.10
2 C -0.25
3 C -0.21
4 C -0.19
5 C -0.19

=====

(4)
The following is a DFT calculation (ωB97M-V/def2-TZVPD) of one molecule with the formula C5H8O2 at a distorted geometry.

XYZ file:
```
15
C5H8O2 ωB97M-V/def2-TZVPD
C -2.34739 -0.04626 -0.53387
C -0.98945 -0.38724 0.08213
C 0.20200 0.32509 -0.60842
C 1.49495 0.07726 0.22412
O 1.28888 -0.27304 1.38121
C 3.03030 0.12954 0.68072
O 3.57092 1.08528 1.16556
H -2.57047 1.02314 -0.44513
H -3.15293 -0.58910 -0.02325
H -2.39334 -0.31534 -1.59468
H -0.83614 -1.47354 0.04350
H -0.99402 -0.12396 1.14353
H 0.24097 0.05769 -1.67204
H 0.03315 1.41108 -0.57682
H 3.42258 -0.90061 0.73346
```

Results
SMILES string: CCCC(=O)C=O
ΔE to the lowest compared entry with this formula, charge and spin: 56.0 kcal/mol
DFT total energy: -9407.40184 eV
Gap between HOMO and LUMO: 9.987 eV
Total charge: 0

Löwdin atomic charge list, values in e, 5 entries:
1 C -0.11
2 C -0.27
3 C -0.11
4 C -0.19
5 O 0.06